Entry 1:
This record from OMol25 describes C6H5BrClN2O4S as an isolated structure at a distorted geometry. The level of theory is wB97M-V/def2-TZVPD.

Results
Total charge: -1
2S+1: 1
HOMO-LUMO gap (eV): 7.52
LUMO (eV): 2.631
HOMO level (hartree): -0.180

Element x y z (Å)
1 C -1.33627 2.16838 0.00113
2 C 0.01591 2.07692 0.45671
3 C -1.92857 0.93407 -0.33529
4 C 0.77251 0.71480 0.18232
5 C -1.29399 -0.22717 -0.40165
6 C 0.20602 -1.73305 0.41172
7 N 0.07870 -0.38167 -0.08057
8 N 2.08899 0.84803 0.28369
9 O 0.80904 2.85033 0.96448
10 O -2.52268 -2.17568 1.07160
11 O -1.86760 -2.76178 -1.28365
12 O 1.09533 -2.64571 -0.15412
13 S -1.61186 -1.98153 -0.06319
14 Cl 4.33196 0.37468 -1.34446
15 Br -3.82201 0.95060 -0.79695
16 H -1.88414 3.02172 0.13025
17 H 0.09232 -1.84363 1.53877
18 H 2.38690 1.84665 0.62621
19 H 3.06119 0.36257 -0.17943
20 H 1.32825 -2.39855 -1.02757

Here are the Mulliken charges for atoms 1 to 5, given in e:
1 C -0.9677
2 C 0.7161
3 C 0.5122
4 C 0.2091
5 C -0.4547

---

Entry 2:
This record from OMol25 describes the molecule C6H5Cl2NO2 at a distorted geometry. The level of theory is wB97M-V/def2-TZVPD.

Results
SMILES: O=[N+]([O-])\C=C(Cl)/C=C\C=C\Cl
2S+1: 1
HOMO-LUMO gap (eV): 7.77
LUMO (eV): -1.528
HOMO level (hartree): -0.342

Element x y z (Å)
1 O 0.15130 3.26195 -0.48780
2 N -0.09796 2.03793 -0.60746
3 O 0.40398 1.31739 -1.46386
4 C -0.89816 1.48855 0.42384
5 C -1.28960 0.18743 0.45920
6 Cl -2.64718 -0.01702 1.57670
7 C -1.09080 -0.96852 -0.36321
8 C -0.03450 -1.64924 -0.76987
9 C 1.27880 -1.37126 -0.31440
10 C 1.56597 -0.73269 0.82419
11 Cl 3.22870 -0.18315 1.26756
12 H -1.20917 2.25025 1.12415
13 H -2.01056 -1.46707 -0.62879
14 H -0.28340 -2.31346 -1.62329
15 H 2.16951 -1.68815 -0.88606
16 H 0.76306 -0.15294 1.46909

Here are the Mulliken charges for atoms 1 to 5, given in e:
1 O -0.5947
2 N 0.9432
3 O -0.5028
4 C -0.7256
5 C 0.3027

---

Entry 3:
This record from OMol25 describes the molecule C6H5ClF3N at a distorted geometry. The level of theory is wB97M-V/def2-TZVPD.

Results
2S+1: 1
HOMO-LUMO gap (alpha / beta) (eV): 7.55 / 8.29
LUMO (alpha / beta) (eV): -0.335 / -0.017
HOMO level (alpha / beta) (hartree): -0.290 / -0.305

Element x y z (Å)
1 C -1.72086 -0.04053 -0.21806
2 C -1.75146 -1.27451 -0.70731
3 C 0.52863 -1.95317 -0.48238
4 C -0.64328 0.94744 -0.03106
5 C 0.46917 0.28737 0.74298
6 C 1.83842 1.08358 0.54134
7 N -0.56676 -1.97085 -1.03400
8 F 2.36041 0.81782 -0.66056
9 F 1.67989 2.36037 0.54541
10 F 2.77641 0.79003 1.47335
11 Cl 0.20448 -0.25548 2.34815
12 H -2.70000 0.44395 -0.12523
13 H -2.51040 -1.80620 -1.22670
14 H 1.37152 -2.54350 -0.57916
15 H -0.38847 1.24572 -1.03086
16 H -0.94770 1.86796 0.44409

Here are the Mulliken charges for atoms 1 to 5, given in e:
1 C -0.3722
2 C -0.2672
3 C 0.0055
4 C -0.5085
5 C -0.1127

---

Entry 4:
This record from OMol25 describes a 2-piece molecular cluster, C6H5ClFNO2S overall at a distorted geometry. The level of theory is wB97M-V/def2-TZVPD.

Results
2S+1: 1
HOMO-LUMO gap (alpha / beta) (eV): 7.88 / 6.02
LUMO (alpha / beta) (eV): -2.096 / -2.961
HOMO level (alpha / beta) (hartree): -0.366 / -0.330

Element x y z (Å)
1 C 2.41438 0.43401 0.35669
2 C 1.89282 -0.68837 0.99434
3 C 1.72915 1.02485 -0.70358
4 C 0.68847 -1.22004 0.59695
5 C 0.53730 0.49980 -1.13465
6 C -0.00568 -0.64045 -0.49082
7 N -1.14924 -1.08714 -1.01362
8 O -2.17155 0.87370 1.42899
9 O -2.91133 1.90153 -0.68077
10 F -1.66129 -2.19156 -0.37432
11 S -2.79060 0.72647 0.13781
12 Cl -4.75016 -0.08800 0.43083
13 H 3.35568 0.84797 0.68647
14 H 2.43216 -1.13940 1.81218
15 H 2.13279 1.90093 -1.18360
16 H 0.27146 -2.08508 1.08987
17 H -0.01437 0.93077 -1.95278

Here are the Mulliken charges for atoms 1 to 5, given in e:
1 C -0.3383
2 C -0.5135
3 C -0.5107
4 C -0.1893
5 C -0.0865

---

One value per record, in order, for energy relative to the best compared isomer or geometry (same formula, charge and spin): 0.0, 398.6, 419.9, 230.3 kJ/mol.
One value per record, in order, for calculated total energy: -110873.15058, -36927.50892, -28463.62284, -37959.02751 eV.